13
Properties=species:S:1:pos:R:3:nbo_charge:R:1 method="wB97M-V/def2-TZVPD" de_lowest_kcal_mol=90.92 homo_lumo_gap_ha="0.244 / 0.292" e_lumo_ha="-0.035 / -0.019" homo_ev="-7.59 / -8.46"
H 2.451 0.142 1.324 0.370
N 1.940 0.210 0.454 -0.652
C 0.755 -0.039 0.211 0.249
C -0.228 -0.844 1.022 -0.559
C -1.448 -0.921 0.135 -0.119
C -1.285 0.054 -0.861 -0.295
C -0.029 0.578 -0.926 -0.207
P 0.928 2.092 -2.132 0.328
H 1.977 1.738 -1.434 -0.057
H -0.427 -0.177 1.898 0.249
H -0.173 -1.777 1.673 0.254
H -2.391 -1.431 0.184 0.216
H -2.069 0.374 -1.546 0.222